(1)
C2H16O5S | wB97M-V/def2-TZVPD

```
! wB97M-V def2-TZVPD RIJCOSX def2/J DEFGRID3
* xyz 0 1
C -3.488 2.482 2.888
C -3.150 2.632 4.361
S -3.876 1.445 5.579
H -4.573 2.520 2.728
H -3.389 1.483 2.509
H -2.921 3.053 2.164
H -1.965 2.650 4.463
H -3.549 3.540 4.798
H -4.947 0.717 5.101
H 3.322 -3.761 -1.195
H 3.452 -2.913 -2.514
O 2.930 -3.586 -2.020
H 2.554 0.335 -3.875
H 2.226 1.764 -3.350
O 1.935 0.821 -3.345
H 1.088 -2.944 0.592
H 1.490 -2.575 2.065
O 1.804 -3.118 1.249
H 1.823 -2.019 -6.309
H 3.206 -1.722 -6.581
O 2.584 -1.738 -5.812
H 1.704 0.020 -1.537
H 0.483 0.720 -1.208
O 1.257 0.195 -0.752
*
```

## Properties
LUMO energy	0.014	Eh
SMILES string	CCS.O.O.O.O.O
orbital gap	9.2770	eV
energy above the lowest of the compared OMol25 structures with the same formula, charge and spin	49.0	kcal/mol
max |F|	4.5	eV/A

---

(2)
C2H16O6 | wB97M-V/def2-TZVPD

```
! wB97M-V def2-TZVPD RIJCOSX def2/J DEFGRID3
* xyz 0 1
O 0.661 0.039 2.929
H 0.777 0.698 3.622
H 1.558 -0.203 2.674
O -0.135 -3.871 -0.875
H 0.574 -4.001 -1.509
H 0.003 -2.978 -0.527
O 1.358 -0.426 -3.550
H 0.670 -0.104 -2.950
H 0.888 -0.761 -4.318
O -0.061 -1.263 0.405
H 0.237 -0.762 1.172
H 0.104 -0.699 -0.361
O -2.155 -0.118 2.972
H -1.225 -0.160 3.227
H -2.445 -1.033 2.945
C 0.766 2.007 -0.181
C -0.628 1.748 -0.700
O -0.546 0.867 -1.824
H 1.493 1.992 -0.994
H 1.085 1.298 0.582
H 0.854 2.983 0.300
H -1.113 2.705 -0.922
H -1.286 1.304 0.056
H -1.434 0.738 -2.172
*
```

## Properties
LUMO energy	0.003	Eh
SMILES string	CCO.O.O.O.O.O
orbital gap	10.7236	eV
energy above the lowest of the compared OMol25 structures with the same formula, charge and spin	16.8	kcal/mol
max |F|	0.8	eV/A

---

(3)
C2H16O6 | wB97M-V/def2-TZVPD

```
! wB97M-V def2-TZVPD RIJCOSX def2/J DEFGRID3
* xyz 0 1
O -2.169 -0.923 -1.689
H -2.477 -0.325 -2.364
H -1.365 -0.406 -1.418
O 2.237 0.050 2.534
H 2.542 -0.447 3.300
H 2.102 -0.534 1.766
O 0.527 -1.705 -2.608
H 0.587 -0.733 -2.424
H -0.388 -1.893 -2.476
O 1.229 -1.542 0.723
H 0.505 -2.091 0.934
H 1.267 -1.519 -0.216
C -0.096 2.151 -1.539
O 0.162 0.733 -1.331
H 0.298 2.306 -2.508
H -1.177 2.371 -1.430
H 0.477 2.777 -0.817
H 0.146 0.622 -0.340
C -0.992 -0.017 2.013
O -0.218 1.032 1.527
H -0.731 -0.319 3.009
H -2.053 0.376 2.030
H -1.062 -0.891 1.361
H 0.647 0.926 1.960
*
```

## Properties
LUMO energy	0.020	Eh
SMILES string	CO.CO.O.O.O.O
orbital gap	11.2222	eV
energy above the lowest of the compared OMol25 structures with the same formula, charge and spin	23.4	kcal/mol
max |F|	3.0	eV/A

---

(4)
C2H16O6 | wB97M-V/def2-TZVPD

```
! wB97M-V def2-TZVPD RIJCOSX def2/J DEFGRID3
* xyz 0 1
C -4.823 -6.398 -0.955
C -5.358 -7.135 -2.130
O -5.431 -8.607 -1.896
H -3.728 -6.359 -0.857
H -5.237 -6.942 -0.114
H -5.214 -5.413 -1.004
H -4.912 -7.034 -3.110
H -6.415 -6.783 -2.309
H -6.169 -8.703 -1.254
O -6.009 -12.080 0.982
H -6.231 -12.051 0.051
H -6.742 -12.590 1.363
O -7.216 -9.894 -3.398
H -7.771 -9.560 -4.103
H -6.471 -9.297 -3.151
O -7.513 -12.257 -1.564
H -7.993 -13.028 -1.956
H -7.439 -11.681 -2.313
O -6.137 -8.936 1.983
H -5.706 -9.768 1.747
H -6.775 -9.089 2.671
O -7.787 -9.164 -0.527
H -7.676 -8.878 0.398
H -7.680 -10.133 -0.468
*
```

## Properties
LUMO energy	0.018	Eh
SMILES string	CCO.O.O.O.O.O
orbital gap	10.7681	eV
energy above the lowest of the compared OMol25 structures with the same formula, charge and spin	8.8	kcal/mol
max |F|	2.8	eV/A

---

(5)
C2H18O6 | wB97M-V/def2-TZVPD

```
! wB97M-V def2-TZVPD RIJCOSX def2/J DEFGRID3
* xyz 1 2
C 0.287 -0.456 -3.198
C 0.226 0.778 -2.302
H -0.180 -0.260 -4.157
H -0.174 -1.310 -2.735
H 1.293 -0.750 -3.506
H -0.450 1.534 -2.692
H -0.115 0.517 -1.298
H 1.162 1.333 -2.211
H 2.161 -1.909 2.512
H 3.504 -1.447 1.731
O 3.112 -1.768 2.551
H -3.813 1.963 0.734
H -2.920 1.524 -0.414
O -2.888 1.845 0.494
H -0.793 2.326 2.362
H -1.200 2.251 0.849
O -0.441 2.233 1.484
H 1.028 0.085 3.793
H 0.561 -0.117 2.272
O 0.318 -0.317 3.244
H 0.690 1.051 1.040
H 2.270 0.827 1.020
O 1.420 0.376 1.072
H -1.712 -3.036 -1.562
H -1.298 -3.708 -0.251
O -2.049 -3.565 -0.833
*
```

## Properties
LUMO energy (spin up / spin down)	-0.136 / -0.399	Eh
orbital gap (spin up / spin down)	10.2749 / 3.1264	eV
energy above the lowest of the compared OMol25 structures with the same formula, charge and spin	12.6	kcal/mol
max |F|	1.2	eV/A

---

(6)
C2H18O9Sr | wB97M-V/def2-TZVPD

```
! wB97M-V def2-TZVPD RIJCOSX def2/J DEFGRID3
* xyz 0 1
Sr 0.133 0.160 -0.019
O 1.163 -0.704 2.316
C -0.110 -1.277 2.320
C 0.029 -2.436 1.274
O 0.979 -2.114 0.210
H -0.717 -0.434 2.119
H -0.378 -1.499 3.292
H -0.969 -2.723 0.973
H 0.356 -3.382 1.765
O 1.636 -0.341 -2.242
H 1.335 -0.087 -3.131
H 1.844 -1.253 -2.361
O 3.041 -0.052 0.061
H 3.671 0.529 0.455
H 3.376 -0.329 -0.837
O -0.175 1.714 -1.996
H -0.599 2.546 -1.822
H -0.397 1.621 -2.907
O -2.412 -0.582 0.127
H -2.956 0.079 -0.190
H -2.755 -1.435 0.071
O -1.709 2.022 1.227
H -2.601 2.020 0.954
H -1.753 2.539 2.057
O -1.178 -1.043 -2.354
H -2.140 -0.963 -2.276
H -0.936 -0.444 -3.052
O 1.272 2.306 1.086
H 2.132 2.443 1.478
H 0.824 3.120 1.416
*
```

## Properties
LUMO energy	-0.042	Eh
orbital gap	3.4685	eV
max |F|	4.8	eV/A

---

(7)
C2H19O7S | wB97M-V/def2-TZVPD

```
! wB97M-V def2-TZVPD RIJCOSX def2/J DEFGRID3
* xyz 0 2
C -0.146 -2.715 1.037
C -0.290 -2.507 -0.487
S -0.946 -0.830 -0.812
H -0.669 -3.646 1.264
H -0.506 -1.846 1.588
H 0.811 -2.881 1.542
H -1.122 -3.154 -0.752
H 0.581 -2.685 -1.099
H 1.071 0.921 -1.029
H 1.268 1.381 -2.406
O 1.788 1.019 -1.669
H -2.743 -0.072 1.830
H -4.098 -0.008 0.966
O -3.691 0.028 1.831
H 2.038 -2.383 -0.511
H 2.926 -1.243 -0.497
O 2.939 -2.158 -0.229
H -1.632 2.804 0.931
H -1.180 4.180 0.724
O -1.892 3.704 1.171
H 1.451 3.391 -0.219
H 2.453 2.743 -1.241
O 1.979 3.559 -0.994
H 0.698 -0.456 -3.991
H -0.407 0.109 -3.146
O 0.033 0.242 -3.993
H -0.723 0.521 3.904
H -0.113 1.335 2.827
O 0.122 0.647 3.458
*
```

## Properties
LUMO energy (spin up / spin down)	-0.012 / -0.125	Eh
orbital gap (spin up / spin down)	10.3926 / 6.9391	eV
energy above the lowest of the compared OMol25 structures with the same formula, charge and spin	0.0	kcal/mol
max |F|	1.5	eV/A

---

(8)
C2H2 | wB97M-V/def2-TZVPD

```
! wB97M-V def2-TZVPD RIJCOSX def2/J DEFGRID3
* xyz 0 1
C -0.620 -0.075 -0.034
C 0.547 -0.083 0.027
H -1.674 0.077 0.066
H 1.746 0.082 -0.060
*
```

## Properties
LUMO energy	0.050	Eh
SMILES string	C#C
orbital gap	12.2441	eV
energy above the lowest of the compared OMol25 structures with the same formula, charge and spin	9.8	kcal/mol
max |F|	7.4	eV/A

---

(9)
C2H2 | wB97M-V/def2-TZVPD

```
! wB97M-V def2-TZVPD RIJCOSX def2/J DEFGRID3
* xyz 0 1
C -0.502 -0.106 -0.045
C 0.654 0.055 -0.045
H -1.817 0.229 0.123
H 1.666 -0.177 -0.033
*
```

## Properties
LUMO energy	0.044	Eh
orbital gap	12.1085	eV
energy above the lowest of the compared OMol25 structures with the same formula, charge and spin	30.7	kcal/mol
max |F|	9.9	eV/A

---

(10)
C2H22BeO17 | wB97M-V/def2-TZVPD

```
! wB97M-V def2-TZVPD RIJCOSX def2/J DEFGRID3
* xyz -2 1
Be -0.003 -0.015 -1.830
C -1.939 -1.573 -1.990
O -2.213 -2.729 -2.592
O -0.851 -1.152 -2.516
O -2.954 -0.842 -1.803
C 0.076 0.242 0.108
O 0.759 -0.719 -0.664
O -0.280 -0.098 1.206
O -0.586 0.907 -0.757
O -1.147 -2.691 0.647
H -0.561 -3.053 -0.043
H -0.897 -1.748 0.694
O 0.369 -3.503 -1.421
H 0.832 -4.340 -1.537
H 1.035 -2.855 -1.231
O 1.164 0.693 -2.862
H 1.587 1.603 -2.834
H 1.385 0.389 -3.731
O 1.136 1.357 2.795
H 1.975 0.925 2.849
H 0.679 0.840 2.139
O -0.177 3.908 -0.521
H 0.454 3.319 -0.104
H -0.071 4.778 -0.137
O -2.660 0.829 1.373
H -2.837 0.394 2.246
H -1.791 0.476 1.130
O -1.117 -0.978 3.424
H -0.684 -0.696 2.585
H -1.874 -1.431 3.092
O 3.106 0.529 -0.651
H 2.408 -0.109 -0.636
H 3.516 0.528 -1.483
O 2.030 2.657 0.685
H 2.452 1.940 0.216
H 1.603 2.335 1.472
O -2.962 2.410 -0.808
H -3.498 2.731 -0.047
H -2.296 1.758 -0.540
O 1.842 -2.185 1.627
H 1.683 -3.135 1.441
H 1.327 -1.676 0.997
*
```

## Properties
LUMO energy	0.138	Eh
orbital gap	2.8133	eV
max |F|	10.7	eV/A

---

(11)
C2H22NO11 | wB97M-V/def2-TZVPD

```
! wB97M-V def2-TZVPD RIJCOSX def2/J DEFGRID3
* xyz -1 1
C -1.284 1.036 2.568
N -1.811 0.190 1.551
C -1.742 0.657 0.217
O -1.411 -0.201 -0.658
O -1.946 1.871 0.050
H -1.591 0.614 3.580
H -1.458 2.086 2.440
H -0.184 0.919 2.756
H -1.641 -0.794 1.648
H 3.084 0.777 -1.493
H 2.282 1.017 -2.559
O 3.243 0.887 -2.449
H -0.508 3.253 0.599
H 0.709 3.207 1.456
O 0.219 3.832 0.906
H 1.771 -3.014 1.353
H 2.851 -2.193 1.824
O 2.294 -2.237 1.031
H 0.181 0.871 -2.847
H -0.314 -0.243 -2.175
O 0.472 -0.053 -2.742
H -0.994 2.464 -1.869
H -2.340 2.400 -1.995
O -1.620 2.724 -2.573
H -0.328 -2.166 1.707
H -0.653 -3.476 1.076
O -0.107 -3.098 1.782
H 1.047 1.472 0.270
H 1.605 0.077 0.805
O 1.571 1.033 0.950
H -2.832 -3.006 -0.581
H -1.723 -1.884 -0.722
O -2.081 -2.604 -0.131
H 1.634 -1.357 -2.022
H 1.657 -2.810 -1.515
O 1.947 -2.252 -2.239
*
```

## Properties
LUMO energy	0.099	Eh
orbital gap	8.7792	eV
energy above the lowest of the compared OMol25 structures with the same formula, charge and spin	13.1	kcal/mol
max |F|	3.7	eV/A

---

(12)
C2H22O9 | wB97M-V/def2-TZVPD

```
! wB97M-V def2-TZVPD RIJCOSX def2/J DEFGRID3
* xyz 0 1
C 11.281 4.749 4.553
O 10.308 5.522 3.860
H 12.228 5.144 4.295
H 11.242 4.914 5.628
H 11.133 3.694 4.355
H 9.649 4.913 3.481
C 10.341 9.134 4.908
O 9.412 8.277 4.282
H 11.007 9.549 4.137
H 9.750 9.842 5.428
H 10.978 8.615 5.596
H 9.826 7.426 4.118
O 8.990 6.009 7.809
H 9.012 6.845 7.325
H 8.110 5.617 7.576
O 6.669 4.257 7.468
H 6.497 3.581 8.115
H 5.914 4.305 6.854
O 7.022 8.216 8.294
H 7.145 7.293 7.998
H 6.970 8.697 7.476
O 8.022 3.624 4.041
H 8.001 3.699 5.010
H 7.634 4.462 3.784
O 4.298 4.571 5.993
H 4.532 5.501 5.842
H 3.532 4.519 6.612
O 7.187 7.004 5.359
H 6.390 7.457 5.730
H 7.832 7.614 4.983
O 4.411 6.940 7.408
H 3.547 7.375 7.465
H 4.866 7.357 8.146
*
```

## Properties
LUMO energy	0.003	Eh
SMILES string	CO.CO.O.O.O.O.O.O.O
orbital gap	10.3703	eV
energy above the lowest of the compared OMol25 structures with the same formula, charge and spin	19.7	kcal/mol
max |F|	1.8	eV/A

---

(13)
C2H25N2O8 | wB97M-V/def2-TZVPD

```
! wB97M-V def2-TZVPD RIJCOSX def2/J DEFGRID3
* xyz 1 1
C -0.519 2.942 -1.274
N 0.171 2.572 -2.596
C -1.401 1.947 -0.643
N -0.670 0.967 0.151
H -0.960 3.952 -1.468
H 0.136 3.306 -0.491
H 0.927 3.189 -2.806
H 0.569 1.606 -2.376
H -2.146 1.412 -1.423
H -2.176 2.567 0.115
H 0.218 0.925 -0.207
H -0.664 1.164 1.196
H -1.303 0.133 0.326
H 2.350 -0.018 -1.063
H 2.650 0.810 0.291
O 2.116 0.704 -0.467
H -2.080 -1.618 1.726
H -0.749 -1.978 1.419
O -1.277 -1.212 1.804
H 3.643 -1.775 1.822
H 3.730 -0.365 2.388
O 3.367 -0.941 1.759
H -1.186 -3.906 -0.537
H -2.509 -3.576 0.084
O -1.492 -3.588 0.287
H -1.027 0.792 3.128
H 0.512 0.528 3.616
O -0.134 1.197 3.294
H 3.905 -2.080 -0.932
H 3.210 -2.466 0.272
O 3.030 -2.283 -0.605
H -4.272 -0.182 0.030
H -3.207 -0.781 -0.863
O -3.401 -0.444 -0.033
H 0.127 -1.108 -2.611
H -0.468 0.323 -2.989
O -0.236 -0.305 -2.294
*
```

## Properties
LUMO energy	-0.099	Eh
orbital gap	9.8419	eV
energy above the lowest of the compared OMol25 structures with the same formula, charge and spin	35.5	kcal/mol
max |F|	6.2	eV/A

---

(14)
C2H27O12 | wB97M-V/def2-TZVPD

```
! wB97M-V def2-TZVPD RIJCOSX def2/J DEFGRID3
* xyz -1 1
C -29.711 18.797 -5.333
C -28.562 17.868 -5.703
O -28.038 17.267 -4.525
H -30.471 18.348 -4.726
H -30.256 19.254 -6.122
H -29.248 19.599 -4.744
H -27.798 18.525 -6.066
H -28.852 17.141 -6.384
O -27.009 21.384 -5.604
H -27.112 20.731 -4.955
H -26.080 21.390 -5.666
O -28.653 19.373 -2.164
H -28.189 20.185 -2.010
H -28.767 19.294 -3.119
O -25.887 17.102 -2.733
H -26.207 17.509 -1.938
H -26.627 16.867 -3.357
O -28.376 16.525 -8.965
H -28.066 17.163 -9.537
H -27.731 16.491 -8.272
O -30.781 15.599 -7.874
H -30.171 16.241 -8.269
H -30.907 15.778 -6.961
O -28.316 14.614 -5.574
H -28.196 15.480 -5.264
H -28.568 14.161 -4.815
O -27.540 20.133 -8.309
H -26.895 20.652 -8.748
H -27.839 20.717 -7.625
O -25.243 18.724 -7.469
H -24.414 19.235 -7.572
H -26.014 19.289 -7.549
O -26.508 19.385 -3.937
H -25.833 18.867 -3.548
H -27.117 18.731 -4.324
O -26.018 16.579 -6.178
H -26.798 16.752 -5.681
H -25.729 17.480 -6.301
O -30.340 16.159 -3.472
H -29.579 16.624 -3.816
H -30.320 16.458 -2.564
*
```

## Properties
LUMO energy	0.087	Eh
orbital gap	8.0144	eV
energy above the lowest of the compared OMol25 structures with the same formula, charge and spin	40.2	kcal/mol
max |F|	3.1	eV/A

---

The following electronic energy values (in a.u.) correspond, in order, to the records above: -860.1128, -537.2184, -537.2079, -537.2312, -538.0124, -794.7695, -1012.3619, -77.3078, -77.2744, -1383.3412, -971.9053, -766.5242, -802.3229, -995.3117.